Entry from OMol25: a single C6H7N molecule (the ωB97M-V functional and the def2-TZVPD basis).

## Properties
Maximum force (eV Å⁻¹): 2.7
ΔE to the lowest compared entry with this formula, charge and spin (eV): 4.491
Highest occupied orbital energy (Eh): -0.3262
Orbital gap (eV): 10.03
SMILES string: C1[C@@H]2[C@H]3[C@@H]2N2[C@H]3[C@H]12

XYZ file:
```
14
Properties=species:S:1:pos:R:3:forces:R:3
C -0.6820 0.3115 -1.2163 -0.2 0.0 0.2
C 0.1044 1.0925 -0.1775 0.0 0.3 -0.1
C 1.1817 0.2157 0.4054 0.5 0.1 -0.1
C -0.0557 0.5027 1.1902 0.2 0.4 0.4
N -0.5201 -0.8747 1.0459 -0.1 0.4 0.3
C 0.6122 -1.2141 0.1953 0.2 -0.3 0.3
C -0.6555 -1.0380 -0.5411 -0.3 0.5 1.0
H -0.1479 0.3233 -2.1817 -0.2 -0.2 0.3
H -1.6940 0.6838 -1.3825 0.0 0.0 0.1
H 0.2776 2.1599 -0.2449 0.1 -0.1 -0.1
H 2.2021 0.4811 0.6311 0.0 0.0 -0.2
H -0.2918 1.0266 2.1055 0.3 0.2 -0.1
H 1.1854 -2.1313 0.2827 -0.1 0.1 0.1
H -1.5164 -1.5390 -0.1120 -0.5 -1.4 -2.2
```
Forces are in eV/Å.

=====

Entry from OMol25: a molecular structure, C6H7N (the ωB97M-V functional and the def2-TZVPD basis).

## Properties
Maximum force (eV Å⁻¹): 5.3
ΔE to the lowest compared entry with this formula, charge and spin (eV): 5.018
Highest occupied orbital energy (Eh): -0.3280
Orbital gap (eV): 10.09

XYZ file:
```
14
Properties=species:S:1:pos:R:3:forces:R:3
C 1.3713 -0.7663 -1.6628 1.7 -2.3 -2.4
C 1.1893 0.3788 0.8126 3.0 -1.0 -2.3
C 0.0446 -0.6842 -1.5946 -2.0 -0.1 -0.1
C -0.0897 0.3555 0.5260 -0.4 1.3 -0.5
C 1.6023 0.4531 -0.9559 -2.3 1.5 4.5
C -1.4869 0.3548 1.1059 2.4 1.8 1.1
N 0.0173 0.5903 -0.9077 0.4 -0.4 -1.0
H 2.0808 -1.4374 -2.2330 -1.0 0.8 0.9
H 2.0249 0.1553 1.4873 -1.1 0.4 0.3
H -0.8933 -1.2885 -1.8083 1.6 0.7 0.2
H 2.2058 1.3241 -1.2445 -0.3 -0.5 0.0
H -1.7329 -0.6359 1.3792 -0.5 -0.8 1.0
H -2.1160 0.6639 0.3252 -1.0 0.4 -1.0
H -1.5011 1.1825 1.9001 -0.3 -1.7 -0.7
```
Forces are in eV/Å.

=====

Entry from OMol25: 2 unconnected molecules or ions with the total composition C6H7N (the ωB97M-V functional and the def2-TZVPD basis).

## Properties
Maximum force (eV Å⁻¹): 1.1
ΔE to the lowest compared entry with this formula, charge and spin (eV): 4.801
Highest occupied orbital energy (Eh): -0.3379
Orbital gap (eV): 7.94

XYZ file:
```
14
Properties=species:S:1:pos:R:3:forces:R:3
N -0.7366 -2.6521 1.0908 -0.1 1.0 0.4
C -0.8211 -1.6311 1.6704 0.1 -1.0 -0.2
C -0.9035 0.4772 0.1887 0.0 0.0 -0.3
C -0.5952 -0.3504 -0.9065 -0.1 0.5 -0.2
C 0.8473 -0.1286 -1.2080 0.1 0.0 0.0
C 1.3718 0.7155 -0.3162 0.0 -0.1 -0.1
C 0.3084 1.1977 0.6322 -0.1 -0.2 0.0
H -1.8828 0.6150 0.6261 0.1 -0.1 0.0
H -0.6243 -1.2658 -0.1153 -0.1 -0.1 0.3
H -1.3484 -0.6587 -1.6283 0.1 0.0 0.1
H 1.3725 -0.6556 -1.9931 0.0 0.1 0.1
H 2.4054 1.0305 -0.2526 -0.1 -0.1 0.0
H 0.5042 1.0299 1.6953 0.0 0.0 -0.1
H 0.1024 2.2767 0.5164 0.0 -0.1 0.0
```
Forces are in eV/Å.

=====

Entry from OMol25: a molecular structure, C6H7N (the ωB97M-V functional and the def2-TZVPD basis).

## Properties
Maximum force (eV Å⁻¹): 4.7
ΔE to the lowest compared entry with this formula, charge and spin (eV): 4.047
Highest occupied orbital energy (Eh): -0.3227
Orbital gap (eV): 9.36

XYZ file:
```
14
Properties=species:S:1:pos:R:3:forces:R:3
N 2.2457 -0.6506 2.4572 -0.7 0.3 -1.0
C 1.4587 -0.3641 1.6508 0.2 -0.3 0.7
C 0.4256 0.0327 0.7366 -1.7 0.7 1.3
C -0.6710 -0.9497 0.2670 -2.3 -1.0 0.2
C -0.9797 -0.4569 -1.1044 0.0 -0.1 -0.3
C -0.2756 0.6216 -1.4472 -0.2 -0.3 0.1
C 0.6949 1.0665 -0.3825 -0.2 -0.1 0.2
H -0.7249 0.0219 1.2609 3.7 2.9 0.9
H -0.5057 -1.9884 0.5117 0.2 -0.4 -0.5
H -1.7117 -0.7361 0.9360 1.3 -1.2 -1.7
H -1.7637 -0.9329 -1.6749 0.0 0.1 -0.2
H -0.3969 1.1583 -2.3848 0.0 -0.1 0.1
H 1.7290 1.0850 -0.7678 -0.2 -0.2 0.3
H 0.4754 2.0927 -0.0586 0.1 -0.2 -0.1
```
Forces are in eV/Å.